Entry 1:
The following is a quantum chemistry calculation of the molecule C4H8N2, from the Open Molecules 2025 dataset.

Values from the calculation:
frontier orbital gap	10.1	eV
SMILES	CN(C)CC#N
highest occupied orbital energy	-9.251	eV

Each line ends with the Löwdin charge.
Element x y z (Å)
C: 1.213 -0.542 -0.509  -0.11
N: 0.432 0.366 0.321  -0.28
C: -0.074 -0.296 1.510  -0.11
C: -0.598 1.071 -0.413  -0.20
C: -1.354 0.218 -1.365  -0.21
N: -1.850 -0.485 -2.139  0.14
H: 2.225 -0.646 -0.108  0.08
H: 1.290 -0.153 -1.527  0.09
H: 0.759 -1.543 -0.577  0.09
H: -0.828 -1.072 1.289  0.09
H: -0.516 0.442 2.188  0.08
H: 0.761 -0.773 2.033  0.09
H: -0.155 1.890 -0.993  0.13
H: -1.305 1.522 0.291  0.12

---

Entry 2:
The following is a quantum chemistry calculation of a structure of composition C32H53N5O3Pt, from the Open Molecules 2025 dataset.

Values from the calculation:
frontier orbital gap	7.0	eV
highest occupied orbital energy	-6.578	eV

Each line ends with the Löwdin charge.
Element x y z (Å)
Pt: 0.381 0.083 0.277  1.23
C: 2.401 -0.776 0.015  -0.14
C: 2.549 0.572 0.566  -0.22
C: 2.114 0.530 1.949  -0.15
C: 1.453 -0.723 2.059  -0.12
C: 1.765 -1.594 0.954  -0.29
C: 1.564 -3.088 0.910  -0.56
C: 2.773 -3.731 1.610  -0.04
C: 0.293 -3.509 1.645  -0.04
C: 1.495 -3.577 -0.535  -0.04
C: 2.100 1.557 3.084  -0.52
C: 1.388 0.945 4.302  -0.07
C: 3.533 1.871 3.540  -0.04
C: 1.340 2.851 2.765  -0.04
C: 3.458 1.530 -0.212  -0.52
C: 3.260 3.021 0.057  -0.05
C: 4.908 1.155 0.140  -0.03
C: 3.274 1.324 -1.726  -0.05
H: 2.754 -1.077 -0.955  0.10
H: 0.902 -1.050 2.926  0.11
H: 2.831 -3.415 2.655  0.09
H: 3.709 -3.451 1.121  0.09
H: 2.688 -4.820 1.590  0.08
H: 0.317 -3.200 2.693  0.08
H: 0.209 -4.599 1.631  0.09
H: -0.590 -3.089 1.164  0.06
H: 2.413 -3.347 -1.081  0.08
H: 0.651 -3.116 -1.053  0.07
H: 1.353 -4.660 -0.560  0.09
H: 1.866 0.020 4.635  0.09
H: 0.337 0.742 4.088  0.09
H: 1.424 1.656 5.129  0.09
H: 4.070 0.954 3.792  0.09
H: 3.506 2.504 4.431  0.08
H: 4.112 2.399 2.784  0.05
H: 0.327 2.626 2.437  0.06
H: 1.823 3.450 2.001  0.05
H: 1.286 3.465 3.670  0.09
H: 3.590 3.310 1.052  0.06
H: 2.223 3.323 -0.055  0.05
H: 3.858 3.592 -0.658  0.09
H: 5.113 1.295 1.201  0.07
H: 5.603 1.779 -0.428  0.09
H: 5.108 0.110 -0.108  0.09
H: 2.227 1.423 -2.019  0.07
H: 3.629 0.347 -2.054  0.08
H: 3.858 2.074 -2.264  0.09
C: -1.755 -0.258 -4.784  -0.15
C: -0.838 -1.104 -3.923  -0.17
N: -0.644 -0.451 -2.647  0.08
C: -0.615 0.879 -2.447  -0.36
N: -0.213 1.331 -1.285  -0.08
C: -0.219 2.774 -1.048  -0.21
C: -1.314 3.463 -1.835  -0.15
C: -1.116 3.129 -3.298  -0.15
N: -1.046 1.684 -3.462  -0.03
C: -1.224 1.163 -4.811  -0.15
H: -2.763 -0.263 -4.366  0.10
H: -1.806 -0.655 -5.798  0.12
H: 0.120 -1.254 -4.435  0.12
H: -1.267 -2.087 -3.729  0.13
H: -0.450 -1.008 -1.822  0.07
H: 0.748 3.195 -1.344  0.10
H: -0.342 2.930 0.021  0.09
H: -1.268 4.543 -1.684  0.12
H: -2.295 3.118 -1.499  0.12
H: -0.205 3.608 -3.677  0.13
H: -1.950 3.487 -3.906  0.12
H: -0.279 1.206 -5.367  0.13
H: -1.927 1.823 -5.320  0.12
C: -3.275 -2.352 2.789  -0.07
C: -3.912 -2.669 1.443  -0.16
C: -3.815 -1.529 0.402  -0.31
C: -4.521 -1.948 -0.895  -0.17
C: -4.431 -0.880 -1.977  -0.07
C: -4.529 -0.330 0.977  -0.44
O: -5.729 -0.292 1.146  0.10
N: -3.725 0.715 1.341  0.21
C: -2.338 0.812 1.201  -0.52
O: -1.808 1.832 1.600  0.04
N: -1.664 -0.220 0.593  0.03
C: -2.329 -1.306 0.107  -0.46
O: -1.747 -2.178 -0.527  0.01
H: -3.390 -3.195 3.470  0.08
H: -3.742 -1.484 3.261  0.08
H: -2.209 -2.147 2.691  0.06
H: -4.973 -2.894 1.570  0.12
H: -3.439 -3.544 0.991  0.12
H: -5.563 -2.156 -0.650  0.12
H: -4.056 -2.873 -1.236  0.12
H: -4.908 0.051 -1.658  0.08
H: -4.932 -1.204 -2.891  0.08
H: -3.387 -0.664 -2.222  0.05
H: -4.161 1.515 1.775  0.16

---

Entry 3:
The following is a quantum chemistry calculation of a structure of composition C37H39As2F2GdNO2S, from the Open Molecules 2025 dataset.

Values from the calculation:
⟨S²⟩	16.062
spin multiplicity	8
frontier orbital gap (spin up / spin down)	7.1 / 6.1	eV
highest occupied orbital energy (spin up / spin down)	-9.923 / -9.908	eV
charge	+1

Each line ends with the Mulliken spin population.
Element x y z (Å)
Gd: 11.728 12.206 11.349  6.50
F: 15.527 16.650 11.038  0.00
C: 14.482 16.138 11.729  0.02
C: 13.874 14.992 11.206  0.01
C: 12.882 14.326 11.938  0.27
C: 12.421 14.835 13.227  0.03
C: 13.205 15.847 13.679  0.01
F: 13.268 16.077 15.043  0.00
C: 14.103 16.627 12.991  -0.01
C: 11.424 14.102 14.027  0.01
C: 10.922 14.640 15.234  0.00
C: 10.126 13.758 16.073  0.00
C: 9.885 12.455 15.587  0.00
C: 10.363 12.067 14.359  0.00
N: 11.101 12.865 13.527  0.04
H: 14.271 14.496 10.311  0.00
H: 14.553 17.516 13.395  0.00
H: 11.156 15.645 15.571  0.00
H: 9.906 14.083 17.099  0.00
H: 9.562 11.632 16.224  0.00
H: 10.345 11.013 14.115  0.00
C: 9.248 15.723 10.212  0.00
As: 9.378 13.791 9.836  0.03
C: 7.681 12.835 10.049  0.00
C: 9.373 13.776 7.832  0.00
C: 8.269 14.232 7.153  0.00
C: 8.181 14.003 5.809  0.00
C: 9.232 13.327 5.151  0.00
C: 10.362 12.857 5.862  0.00
C: 10.452 13.162 7.237  0.00
As: 12.102 13.365 8.288  0.02
C: 13.085 14.709 7.106  0.00
C: 12.706 11.497 7.621  0.01
H: 10.210 16.206 10.358  0.00
H: 8.633 15.859 11.110  0.00
H: 8.792 16.153 9.256  0.00
H: 7.049 12.890 9.131  0.00
H: 7.055 13.109 10.918  0.00
H: 7.930 11.780 10.187  0.00
H: 7.405 14.705 7.727  0.00
H: 7.283 14.301 5.276  0.00
H: 9.133 12.997 4.111  0.00
H: 11.187 12.358 5.320  0.00
H: 13.872 14.251 6.528  0.00
H: 13.597 15.362 7.812  0.00
H: 12.299 15.125 6.465  0.00
H: 13.542 11.743 6.986  0.00
H: 11.858 10.893 7.210  0.00
H: 13.094 11.016 8.552  0.00
C: 10.228 8.932 9.824  0.00
C: 10.655 10.155 10.600  0.02
O: 11.132 9.872 11.754  -0.01
H: 10.556 8.016 10.299  0.00
H: 10.573 8.976 8.797  0.00
H: 9.143 8.959 9.804  0.00
O: 13.762 11.105 11.059  0.06
S: 14.870 11.155 12.199  0.00
C: 16.504 11.154 11.228  0.00
C: 16.546 11.791 9.889  0.00
C: 15.939 11.187 8.756  0.00
C: 16.200 11.715 7.475  0.00
C: 17.049 12.774 7.319  0.00
C: 17.627 13.454 8.425  0.00
C: 17.366 12.946 9.674  0.00
C: 15.061 9.380 12.788  0.00
C: 13.847 8.992 13.655  0.00
C: 13.322 9.732 14.712  0.00
C: 12.189 9.266 15.425  0.00
C: 11.673 8.029 15.266  0.00
C: 12.156 7.306 14.206  0.00
C: 13.176 7.784 13.431  0.00
H: 16.742 10.105 11.192  0.00
H: 17.302 11.519 11.869  0.00
H: 15.212 10.388 8.952  0.00
H: 15.596 11.269 6.636  0.00
H: 17.408 13.077 6.335  0.00
H: 18.379 14.241 8.192  0.00
H: 17.918 13.295 10.580  0.00
H: 16.020 9.287 13.300  0.00
H: 14.943 8.688 11.908  0.00
H: 13.760 10.724 15.016  0.00
H: 11.868 9.856 16.242  0.00
H: 10.695 7.749 15.758  0.00
H: 11.947 6.266 14.129  0.00
H: 13.651 7.028 12.740  0.00

---

Entry 4:
The following is a quantum chemistry calculation of a structure of composition C21H35BrF7N3O6RuS2Si, from the Open Molecules 2025 dataset.

Values from the calculation:
⟨S²⟩	0.756
spin multiplicity	2
frontier orbital gap (spin up / spin down)	7.8 / 7.7	eV
highest occupied orbital energy (spin up / spin down)	-12.425 / -12.425	eV
charge	+1

Each line ends with the Mulliken spin population.
Element x y z (Å)
Ru: -0.068 0.225 -0.184  0.89
F: -1.471 1.512 2.589  0.00
C: -2.782 1.570 2.333  0.00
F: -3.248 2.723 2.774  0.00
F: -3.388 0.575 2.953  0.00
S: -3.092 1.482 0.474  0.00
O: -1.749 1.678 -0.128  0.02
O: -4.052 2.480 0.191  0.00
N: -3.621 0.016 0.208  0.00
S: -2.519 -1.085 0.192  0.00
O: -1.836 -1.274 -1.081  0.00
O: -1.536 -0.930 1.278  0.02
C: -3.473 -2.605 0.613  0.00
F: -4.507 -2.730 -0.190  0.00
F: -3.865 -2.520 1.868  0.00
F: -2.644 -3.633 0.465  0.00
C: -0.520 4.565 -1.796  0.00
C: 1.014 4.550 -1.726  0.00
C: 1.484 3.340 -2.552  0.01
C: 1.550 5.852 -2.357  0.00
Si: 1.617 4.522 0.072  0.00
Br: 1.477 1.941 0.559  -0.02
C: 3.492 4.668 0.365  0.00
C: 4.275 4.019 -0.788  0.00
C: 3.973 3.993 1.667  0.00
C: 3.824 6.171 0.433  0.00
C: 0.468 5.212 1.409  0.00
C: 1.084 5.017 2.805  0.00
C: -0.910 4.537 1.419  0.00
C: 0.285 6.722 1.151  0.00
H: -0.815 4.540 -2.850  0.00
H: -0.950 5.467 -1.361  0.00
H: -0.961 3.691 -1.315  0.00
H: 1.247 3.531 -3.602  0.00
H: 0.961 2.430 -2.261  -0.01
H: 2.552 3.149 -2.486  0.00
H: 1.125 5.954 -3.359  0.00
H: 2.635 5.849 -2.460  0.00
H: 1.263 6.740 -1.787  0.00
H: 4.081 2.948 -0.853  0.00
H: 5.343 4.150 -0.592  0.00
H: 4.067 4.480 -1.752  0.00
H: 3.623 2.966 1.763  0.00
H: 3.678 4.543 2.556  0.00
H: 5.066 3.964 1.647  0.00
H: 3.566 6.698 -0.487  0.00
H: 4.902 6.278 0.587  0.00
H: 3.323 6.666 1.267  0.00
H: 1.323 3.971 3.007  0.00
H: 0.359 5.347 3.553  0.00
H: 1.982 5.618 2.940  0.00
H: -0.828 3.454 1.450  0.00
H: -1.523 4.811 0.565  0.00
H: -1.443 4.855 2.319  0.00
H: 1.228 7.269 1.208  0.00
H: -0.380 7.127 1.918  0.00
H: -0.166 6.926 0.178  0.00
O: -0.879 -6.618 -1.534  0.00
C: 0.508 -6.387 -1.547  0.00
N: 0.666 -5.118 -0.864  0.00
C: 1.850 -4.739 -0.347  0.00
O: 2.868 -5.396 -0.432  0.00
C: 1.859 -3.416 0.374  0.00
C: 2.753 -3.230 1.420  0.01
C: 2.762 -2.025 2.098  0.00
C: 1.896 -1.024 1.702  0.01
N: 1.088 -1.184 0.649  -0.01
C: 1.067 -2.354 -0.010  0.00
H: -1.084 -7.368 -2.100  0.00
H: 0.905 -6.319 -2.563  0.00
H: 1.074 -7.151 -1.008  0.00
H: -0.188 -4.619 -0.674  0.00
H: 3.425 -4.038 1.681  0.00
H: 3.435 -1.845 2.924  0.00
H: 1.842 -0.082 2.225  0.00
H: 0.414 -2.411 -0.871  0.01
F: 0.744 -0.040 -1.800  0.07

---

Entry 5:
The following is a quantum chemistry calculation of a structure of composition C35H41N8V, from the Open Molecules 2025 dataset.

Values from the calculation:
⟨S²⟩	3.767
spin multiplicity	4
frontier orbital gap (spin up / spin down)	6.7 / 7.3	eV
highest occupied orbital energy (spin up / spin down)	-9.238 / -9.825	eV
charge	+1

Each line ends with the Mulliken spin population.
Element x y z (Å)
V: -0.475 0.180 -2.159  2.79
C: -0.137 -1.932 -3.712  0.06
C: -0.876 -0.803 -4.174  -0.02
C: -2.143 -0.842 -3.515  0.01
C: -2.155 -1.939 -2.667  0.03
C: -0.910 -2.611 -2.789  -0.07
H: 0.866 -2.206 -4.015  0.02
H: -0.596 -0.163 -4.997  0.00
H: -2.957 -0.164 -3.718  0.00
H: -2.976 -2.225 -2.023  0.00
H: -0.599 -3.481 -2.228  -0.01
C: 2.629 1.277 -2.497  0.02
N: 1.198 1.543 -2.516  -0.11
C: 0.781 2.718 -2.834  0.03
C: -0.625 3.020 -2.800  0.07
C: -1.330 4.186 -3.120  0.04
C: -2.690 3.870 -3.018  0.00
C: -2.728 2.527 -2.615  0.07
N: -1.494 2.014 -2.481  -0.08
C: 2.954 0.034 -3.290  0.08
C: 2.685 -0.010 -4.655  0.00
C: 2.988 -1.144 -5.393  0.00
C: 3.559 -2.247 -4.771  0.00
C: 3.829 -2.211 -3.413  0.00
C: 3.529 -1.072 -2.676  -0.04
H: 2.928 1.139 -1.456  -0.01
H: 3.180 2.133 -2.901  0.00
H: 1.488 3.486 -3.156  0.01
H: -0.912 5.130 -3.440  0.00
H: -3.524 4.506 -3.267  0.00
H: -3.617 1.921 -2.475  0.00
H: 2.230 0.845 -5.145  0.00
H: 2.773 -1.170 -6.453  0.00
H: 3.794 -3.133 -5.346  0.00
H: 4.281 -3.067 -2.927  0.00
H: 3.756 -1.038 -1.615  0.00
N: -2.491 4.044 -0.031  0.00
C: -1.278 3.493 0.653  -0.07
C: -0.222 4.588 0.731  0.00
C: 1.054 4.121 1.432  0.00
N: 1.813 3.221 0.564  0.00
C: 0.713 3.434 2.759  0.00
C: -0.400 2.384 2.687  0.01
N: -0.016 1.194 1.926  0.01
C: -1.651 2.989 2.035  -0.01
H: -2.337 4.196 -1.057  0.00
H: -2.793 4.918 0.403  0.00
H: -3.253 3.366 0.014  0.00
H: -0.961 2.681 0.001  0.09
H: -0.627 5.427 1.313  0.00
H: 0.010 4.959 -0.273  0.00
H: 1.628 5.024 1.674  0.00
H: 2.709 3.016 0.993  0.00
H: 2.020 3.674 -0.320  0.00
H: 0.402 4.208 3.466  0.00
H: 1.612 2.974 3.177  0.00
H: -0.658 2.123 3.716  0.00
H: -0.346 0.349 2.372  0.00
H: 0.984 1.132 1.809  0.00
H: -2.011 3.816 2.659  0.00
H: -2.437 2.229 1.972  0.00
N: 0.390 -4.630 3.536  0.00
C: 0.017 -5.115 4.781  0.00
C: 0.511 -6.154 5.565  0.00
C: -0.109 -6.357 6.778  0.00
C: -1.185 -5.554 7.200  0.00
C: -1.666 -4.530 6.414  0.00
C: -1.051 -4.314 5.178  0.00
N: -1.340 -3.370 4.196  0.00
C: -0.472 -3.604 3.254  0.00
C: -0.400 -2.833 2.017  0.00
C: 0.728 -2.769 1.191  0.00
C: 0.697 -1.987 0.059  0.05
N: -0.363 -1.257 -0.337  -0.05
C: -1.442 -1.324 0.460  0.02
C: -1.507 -2.080 1.613  0.03
H: 1.060 -5.046 2.914  0.00
H: 1.339 -6.774 5.244  0.00
H: 0.240 -7.153 7.423  0.00
H: -1.639 -5.751 8.162  0.00
H: -2.495 -3.911 6.730  0.00
H: 1.638 -3.306 1.430  0.00
H: 1.573 -1.948 -0.580  -0.01
H: -2.297 -0.750 0.126  0.01
H: -2.397 -2.113 2.226  0.00

---

Entry 6:
The following is a quantum chemistry calculation of the ion C3H6NO2S with charge -1, from the Open Molecules 2025 dataset.

Values from the calculation:
frontier orbital gap	7.3	eV
highest occupied orbital energy	-3.336	eV
charge	-1

Each line ends with the Löwdin charge.
Element x y z (Å)
C: -0.429 -0.943 0.869  -0.19
C: -0.034 -0.413 -0.456  -0.42
C: -0.947 -0.026 -1.597  -0.09
N: -0.092 0.498 0.712  -0.20
O: 1.667 0.932 2.787  -0.55
O: 1.917 2.162 0.648  -0.56
S: 1.678 0.851 1.315  0.62
H: -1.418 -1.137 1.021  0.06
H: 0.247 -1.601 1.270  0.05
H: 1.062 -0.635 -0.663  0.11
H: -0.415 0.274 -2.641  0.11
H: -1.592 0.807 -1.480  0.04
H: -1.644 -0.768 -1.785  0.02